Entry from the OMol25 dataset: a cluster of 2 separate species, C3H5FOS in total (the ωB97M-V functional and the def2-TZVPD basis).

```
11
Properties=species:S:1:pos:R:3:nbo_charge:R:1
C 0.705 2.452 0.491 -0.463
C 1.207 1.231 0.439 0.111
C -0.333 -1.908 -0.110 -0.477
O 1.032 1.116 -2.178 -0.811
F 1.447 0.479 1.538 -0.329
S 1.575 0.345 -1.061 1.000
H 0.476 2.923 -0.516 0.251
H 0.475 2.946 1.460 0.235
H 0.662 -2.120 -0.365 0.159
H -1.091 -2.429 -0.644 0.168
H -0.552 -1.235 0.594 0.156
```

Properties
**HOMO-LUMO gap (spin up / spin down)**: 0.323 / 0.279 Eh
**HOMO (spin up / spin down)**: -8.87 / -8.99 eV
**Maximum force**: 3.60 eV Å⁻¹
**Multiplicity**: 1
**ΔE to the lowest compared entry with this formula, charge and spin**: 393.0 kJ/mol
**Total charge**: 0
**M**: 108.1 g/mol



Entry from the OMol25 dataset: an isolated molecule of C3H5FOS (the ωB97M-V functional and the def2-TZVPD basis).

```
11
Properties=species:S:1:pos:R:3:nbo_charge:R:1
C 1.397 0.185 -0.003 0.409
C -0.030 0.621 0.336 -0.551
C -1.262 -0.010 -0.375 0.062
H 0.503 -1.873 0.171 0.159
H -0.052 1.702 0.099 0.243
H -0.202 0.498 1.463 0.240
H -0.943 -0.128 -1.420 0.162
H -2.092 0.682 -0.224 0.173
O 2.245 1.058 -0.132 -0.548
F -1.432 -1.198 0.114 -0.341
S 1.870 -1.536 -0.030 -0.009
```

Properties
**HOMO-LUMO gap**: 0.394 Eh
**HOMO**: -10.04 eV
**SMILES**: O=C(S)CCF
**Maximum force**: 4.84 eV Å⁻¹
**Multiplicity**: 1
**ΔE to the lowest compared entry with this formula, charge and spin**: 34.2 kJ/mol
**Total charge**: 0
**M**: 108.1 g/mol



Entry from the OMol25 dataset: an isolated molecule of C3H5FOS (the ωB97M-V functional and the def2-TZVPD basis).

```
11
Properties=species:S:1:pos:R:3:nbo_charge:R:1
C -0.183 -1.033 -1.573 -0.497
C -0.758 -0.593 -0.499 0.157
C 0.464 0.643 1.501 -0.805
O 0.422 1.818 -0.954 -0.945
F -1.381 -1.331 0.438 -0.330
S -0.505 1.142 0.022 1.193
H 0.535 -0.248 -1.967 0.260
H -0.262 -2.023 -2.089 0.237
H -0.138 1.221 2.217 0.235
H 1.458 0.902 1.279 0.249
H 0.347 -0.499 1.627 0.247
```

Properties
**HOMO-LUMO gap**: 0.379 Eh
**HOMO**: -9.50 eV
**Maximum force**: 3.22 eV Å⁻¹
**Multiplicity**: 1
**ΔE to the lowest compared entry with this formula, charge and spin**: 204.9 kJ/mol
**Total charge**: 0
**M**: 108.1 g/mol



Entry from the OMol25 dataset: an isolated molecule of C3H5FS (the ωB97M-V functional and the def2-TZVPD basis).

```
10
Properties=species:S:1:pos:R:3:nbo_charge:R:1
C -1.186 -0.146 -0.406 -0.638
C 0.088 0.225 0.486 0.091
C 1.380 -0.410 0.161 -0.331
H -2.039 0.786 -0.030 0.222
H -0.957 0.198 -1.404 0.235
H -1.732 -1.254 -0.229 0.238
H -0.137 0.474 1.511 0.213
H 1.367 -1.628 0.156 0.196
F 0.434 1.478 -0.066 -0.380
S 2.782 0.276 -0.179 0.153
```

Properties
**HOMO-LUMO gap**: 0.307 Eh
**HOMO**: -8.75 eV
**SMILES**: C[C@H](F)C=S
**Maximum force**: 5.52 eV Å⁻¹
**Multiplicity**: 1
**ΔE to the lowest compared entry with this formula, charge and spin**: 215.3 kJ/mol
**Total charge**: 0
**M**: 92.1 g/mol



Entry from the OMol25 dataset: a structure of composition C3H5FeO4 (the ωB97M-V functional and the def2-TZVPD basis).

```
13
Properties=species:S:1:pos:R:3:nbo_charge:R:1
O 0.365 2.157 -1.021 -0.652
C 0.847 1.078 -1.324 0.964
O 0.626 -0.047 -0.741 -0.878
O 1.658 0.939 -2.398 -0.732
H 1.521 1.681 -2.999 0.499
C -0.687 -1.269 1.529 0.074
O 0.504 -1.670 1.450 -0.896
C -1.168 -0.111 0.724 -0.758
H -1.207 -1.402 2.497 0.127
H -1.554 -1.081 0.067 0.290
H -0.637 0.792 1.062 0.247
H -2.189 0.184 1.010 0.202
Fe 1.922 -1.249 0.145 1.514
```

Properties
**HOMO-LUMO gap (spin up / spin down)**: 0.099 / 0.210 Eh
**HOMO (spin up / spin down)**: -5.02 / -8.26 eV
**<S²>**: 8.7614
**Maximum force**: 5.59 eV Å⁻¹
**Multiplicity**: 6
**ΔE to the lowest compared entry with this formula, charge and spin**: 410.9 kJ/mol
**Total charge**: 0
**M**: 160.9 g/mol



Entry from the OMol25 dataset: a structure of composition C3H5HgLiO3 (the ωB97M-V functional and the def2-TZVPD basis).

```
13
Properties=species:S:1:pos:R:3:nbo_charge:R:1
H 2.823 0.893 0.452 0.219
O -1.141 0.543 -0.880 -0.505
C -0.751 -0.730 -0.622 -0.172
C 0.061 -0.950 0.640 -0.102
O 1.425 -0.542 0.479 -0.410
C 1.761 0.705 0.682 0.724
O 0.984 1.614 0.903 -0.716
Li -1.909 1.077 -2.685 0.992
Hg -0.963 2.355 0.752 0.952
H -0.294 -1.187 -1.526 0.274
H -1.713 -1.308 -0.545 0.226
H 0.105 -2.024 0.846 0.290
H -0.389 -0.447 1.506 0.228
```

Properties
**HOMO-LUMO gap (spin up / spin down)**: 0.349 / 0.253 Eh
**HOMO (spin up / spin down)**: -17.52 / -19.70 eV
**<S²>**: 2.0072
**Maximum force**: 3.60 eV Å⁻¹
**Multiplicity**: 3
**ΔE to the lowest compared entry with this formula, charge and spin**: 164.4 kJ/mol
**Total charge**: +2
**M**: 296.6 g/mol



Entry from the OMol25 dataset: an isolated molecule of C3H5I (the ωB97M-V functional and the def2-TZVPD basis).

```
9
Properties=species:S:1:pos:R:3:nbo_charge:R:1
C 0.543 -0.089 0.703 -0.430
C -0.810 -0.384 0.269 -0.419
C 0.124 0.439 -0.651 -0.339
I 0.782 -0.460 -2.445 0.094
H 0.743 0.844 1.231 0.212
H 1.360 -0.725 0.688 0.226
H -1.148 -1.333 0.242 0.227
H -1.595 0.236 0.582 0.213
H 0.001 1.472 -0.619 0.214
```

Properties
**HOMO-LUMO gap**: 0.354 Eh
**HOMO**: -8.97 eV
**SMILES**: IC1CC1
**Maximum force**: 3.56 eV Å⁻¹
**Multiplicity**: 1
**ΔE to the lowest compared entry with this formula, charge and spin**: 110.3 kJ/mol
**Total charge**: 0
**M**: 168.0 g/mol



Entry from the OMol25 dataset: an isolated molecule of C3H5I2NO2 (the ωB97M-V functional and the def2-TZVPD basis).

```
13
Properties=species:S:1:pos:R:3:nbo_charge:R:1
C 1.225 0.660 -0.396 -0.717
C -1.005 -0.815 -0.401 -0.305
C -0.121 0.705 0.296 0.277
N -0.286 -1.734 0.301 0.021
O 0.771 -2.091 -0.187 -0.309
O -0.164 0.607 1.644 -0.747
I -3.068 -0.941 0.122 0.159
I -1.264 2.452 -0.194 0.163
H 1.968 1.369 -0.021 0.244
H 1.757 -0.222 -0.292 0.246
H 1.010 0.895 -1.395 0.228
H -0.911 -0.628 -1.510 0.235
H 0.086 -0.258 2.034 0.506
```

Properties
**HOMO-LUMO gap (spin up / spin down)**: 0.311 / 0.311 Eh
**HOMO (spin up / spin down)**: -9.46 / -9.46 eV
**SMILES**: C[C@@](O)(I)[C@H](I)N=O
**Maximum force**: 4.04 eV Å⁻¹
**Multiplicity**: 1
**ΔE to the lowest compared entry with this formula, charge and spin**: 363.0 kJ/mol
**Total charge**: 0
**M**: 340.9 g/mol



Entry from the OMol25 dataset: a cluster of 2 separate species, C3H5IN2 in total (the ωB97M-V functional and the def2-TZVPD basis).

```
11
Properties=species:S:1:pos:R:3:nbo_charge:R:1
C -0.825 0.342 -1.449 0.242
C 1.514 1.058 -1.449 -0.280
C 0.268 1.166 -0.971 -0.308
N -1.682 -0.327 -1.737 -0.305
N -0.531 -1.225 2.187 -1.015
I -0.758 -3.300 2.315 0.264
H -0.732 -0.799 3.097 0.369
H 2.330 1.604 -1.139 0.204
H 1.783 0.239 -2.021 0.202
H -0.157 2.013 -0.300 0.244
H -1.209 -0.770 1.466 0.383
```

Properties
**HOMO-LUMO gap**: 0.321 Eh
**HOMO**: -8.98 eV
**SMILES**: C=CC#N.NI
**Maximum force**: 3.86 eV Å⁻¹
**Multiplicity**: 1
**ΔE to the lowest compared entry with this formula, charge and spin**: 103.3 kJ/mol
**Total charge**: 0
**M**: 196.0 g/mol



Entry from the OMol25 dataset: a cluster of 2 separate species, C3H5IO in total (the ωB97M-V functional and the def2-TZVPD basis).

```
10
Properties=species:S:1:pos:R:3:nbo_charge:R:1
C -0.407 -0.065 0.432 -0.007
C 0.444 -1.194 0.070 -0.023
C -0.318 1.259 -0.299 -0.642
O -0.910 -1.432 0.004 -0.509
I 1.740 -2.176 1.342 0.186
H -0.714 0.027 1.512 0.200
H 0.947 -1.041 -1.600 0.100
H 0.427 1.878 0.254 0.238
H -1.328 1.638 -0.453 0.230
H 0.118 1.106 -1.261 0.226
```

Properties
**HOMO-LUMO gap**: 0.340 Eh
**HOMO**: -9.34 eV
**Maximum force**: 4.11 eV Å⁻¹
**Multiplicity**: 1
**ΔE to the lowest compared entry with this formula, charge and spin**: 343.7 kJ/mol
**Total charge**: 0
**M**: 184.0 g/mol



Entry from the OMol25 dataset: a cluster of 2 separate species, C3H5IO in total (the ωB97M-V functional and the def2-TZVPD basis).

```
10
Properties=species:S:1:pos:R:3:nbo_charge:R:1
C 1.038 0.214 -1.302 -0.129
C 0.845 -0.050 0.084 0.132
C 0.885 -0.667 1.246 -0.331
O -0.047 0.732 -0.584 -0.415
I -3.902 -0.026 0.589 -0.092
H 1.839 1.056 -1.523 0.182
H 0.765 -0.614 -2.074 0.175
H 1.657 -1.272 1.590 0.195
H -3.057 1.102 0.075 0.092
H -0.021 -0.477 1.898 0.192
```

Properties
**HOMO-LUMO gap (spin up / spin down)**: 0.213 / 0.294 Eh
**HOMO (spin up / spin down)**: -4.92 / -9.98 eV
**<S²>**: 2.0060
**Maximum force**: 9.54 eV Å⁻¹
**Multiplicity**: 3
**ΔE to the lowest compared entry with this formula, charge and spin**: 309.0 kJ/mol
**Total charge**: 0
**M**: 184.0 g/mol



Entry from the OMol25 dataset: an isolated molecule of C3H5IO2 (the ωB97M-V functional and the def2-TZVPD basis).

```
11
Properties=species:S:1:pos:R:3:nbo_charge:R:1
C 0.970 -1.673 -0.441 -0.371
C 0.146 -0.875 0.289 -0.232
C -0.550 0.411 -0.117 0.321
O -1.506 0.896 0.847 -0.715
O 0.445 1.441 0.001 -0.705
I 0.029 3.256 -0.763 0.416
H 1.391 -2.617 0.027 0.228
H 0.998 -1.383 -1.577 0.203
H 0.154 -1.107 1.398 0.209
H -1.105 0.250 -1.058 0.176
H -0.972 1.401 1.396 0.470
```

Properties
**HOMO-LUMO gap**: 0.317 Eh
**HOMO**: -9.65 eV
**SMILES**: C=C[C@@H](O)OI
**Maximum force**: 4.10 eV Å⁻¹
**Multiplicity**: 1
**ΔE to the lowest compared entry with this formula, charge and spin**: 226.5 kJ/mol
**Total charge**: 0
**M**: 200.0 g/mol